# C15H27N5O7S3

2 unconnected molecules or ions with the total composition C15H27N5O7S3 in a non-equilibrium geometry (ωB97M-V/def2-TZVPD, the Open Molecules 2025 dataset).

Cartesian coordinates (Å):
C  5.008  4.315  0.146
C  5.343  3.437  1.493
O  6.597  2.675  1.259
C  4.078  2.454  1.971
O  3.955  1.231  1.164
S  2.537  1.242  0.197
O  2.770  0.126  -0.894
O  2.412  2.578  -0.634
N  1.056  0.958  1.083
S  -0.312  0.711  0.015
O  -0.517  1.865  -1.022
O  -0.181  -0.599  -0.855
C  -1.935  0.461  0.994
C  -3.193  1.321  0.391
C  -4.380  1.643  1.524
C  -3.750  2.469  2.793
S  -4.519  4.147  3.110
C  -4.581  5.209  1.568
N  -4.949  6.693  1.468
N  -4.859  6.974  0.089
C  -4.468  5.726  -0.675
O  -4.261  4.610  0.261
H  4.962  3.543  -0.754
H  5.804  5.149  -0.104
H  3.914  4.756  0.300
H  5.592  4.193  2.376
H  6.526  2.130  0.412
H  4.385  2.095  3.068
H  3.090  3.067  2.104
H  -1.731  0.649  2.150
H  -2.228  -0.685  0.912
H  -3.633  0.696  -0.511
H  -2.892  2.370  -0.044
H  -5.219  2.236  0.926
H  -4.874  0.607  1.809
H  -2.590  2.611  2.652
H  -3.962  1.807  3.763
H  -4.331  5.592  -1.838
C  1.645  -3.036  -0.572
C  1.932  -4.291  -1.377
N  0.754  -5.157  -1.520
C  -0.032  -5.646  -0.486
C  -0.975  -6.457  -1.051
N  -0.731  -6.460  -2.414
C  0.312  -5.657  -2.685
C  -1.469  -7.223  -3.412
H  1.297  -3.279  0.437
H  2.551  -2.430  -0.475
H  0.872  -2.431  -1.055
H  2.719  -4.882  -0.896
H  2.283  -4.014  -2.376
H  0.182  -5.356  0.529
H  -1.784  -7.042  -0.656
H  0.729  -5.464  -3.667
H  -0.777  -7.897  -3.925
H  -1.917  -6.532  -4.130
H  -2.256  -7.811  -2.932

Results
relative energy (zero: lowest compared OMol25 entry of this formula, charge and spin)	233.10	kcal per mole
2S+1	1
max |F|	8.64	eV/A
HOMO energy	-7.686	eV
E_LUMO	-0.85	eV